{
  "formula": "C48H111N5O9",
  "method": "ωB97M-V with the def2-TZVPD basis set",
  "charge": 0,
  "lumo_energy_ev": 0.377,
  "species": ["O", "O", "O", "O", "O", "O", "O", "O", "O", "N", "N", "N", "N", "N", "C", "C", "C", "C", "C", "C", "C", "C", "C", "C", "C", "C", "C", "C", "C", "C", "C", "C", "C", "C", "C", "C", "C", "C", "C", "C", "C", "C", "C", "C", "C", "C", "C", "C", "C", "C", "C", "C", "C", "C", "C", "C", "C", "C", "C", "C", "C", "C", "H", "H", "H", "H", "H", "H", "H", "H", "H", "H", "H", "H", "H", "H", "H", "H", "H", "H", "H", "H", "H", "H", "H", "H", "H", "H", "H", "H", "H", "H", "H", "H", "H", "H", "H", "H", "H", "H", "H", "H", "H", "H", "H", "H", "H", "H", "H", "H", "H", "H", "H", "H", "H", "H", "H", "H", "H", "H", "H", "H", "H", "H", "H", "H", "H", "H", "H", "H", "H", "H", "H", "H", "H", "H", "H", "H", "H", "H", "H", "H", "H", "H", "H", "H", "H", "H", "H", "H", "H", "H", "H", "H", "H", "H", "H", "H", "H", "H", "H", "H", "H", "H", "H", "H", "H", "H", "H", "H", "H", "H", "H"],
  "xyz": [[9.4176, 13.5419, 17.6621], [17.9716, 18.3231, 21.2805], [14.1406, 13.5786, 13.5763], [16.4834, 12.9239, 12.2874], [17.0861, 12.1493, 18.4173], [12.0337, 15.3600, 14.6310], [13.6665, 14.4744, 16.5351], [21.2941, 16.0899, 14.8964], [12.7453, 19.8345, 18.9850], [11.5076, 19.6720, 18.3378], [11.4689, 13.4520, 20.5553], [16.7886, 11.0764, 19.2195], [16.7720, 18.2241, 21.9740], [17.4362, 13.2962, 11.3461], [17.6061, 12.1378, 21.1303], [9.3800, 20.4420, 16.6061], [15.5776, 18.4635, 19.6977], [16.2400, 16.2542, 20.6637], [16.4646, 19.5120, 22.6432], [10.6080, 20.7689, 18.8357], [19.2474, 12.9887, 12.9044], [15.6800, 15.8094, 16.1794], [20.2311, 16.2272, 15.9094], [12.4670, 20.6032, 16.1815], [15.9185, 12.6357, 9.5087], [14.6871, 9.7006, 20.6794], [16.5529, 20.8119, 21.7378], [19.5433, 14.4733, 10.9001], [18.0999, 15.3046, 12.7767], [13.5066, 11.2622, 13.0873], [14.6826, 11.1396, 17.8043], [10.6448, 14.1103, 19.5611], [10.2264, 14.7632, 13.1624], [11.1810, 22.1544, 18.6578], [10.6913, 15.6669, 14.3134], [15.8661, 15.0063, 10.3527], [18.8973, 15.0871, 9.6789], [9.1146, 12.6394, 16.6104], [16.6028, 9.6792, 17.2853], [15.3630, 12.8261, 20.4330], [15.8256, 10.3075, 18.4408], [9.2073, 20.5461, 18.1026], [12.6870, 18.1886, 16.7605], [11.7688, 19.4401, 16.8347], [17.8856, 14.0748, 9.1551], [14.0153, 18.9623, 22.4214], [20.3767, 14.9613, 16.7651], [15.1127, 19.4347, 23.3652], [15.8111, 10.4019, 21.4010], [18.5392, 14.0323, 11.9493], [10.9230, 15.5036, 19.0443], [10.3321, 19.3032, 16.2650], [13.5092, 12.6809, 12.6570], [14.4352, 17.6486, 21.7374], [10.3777, 20.4335, 20.3356], [16.7542, 13.7992, 10.1636], [15.1861, 9.1888, 19.3330], [15.8041, 17.7054, 21.0070], [16.3068, 11.6061, 20.5523], [14.6190, 15.2641, 17.1236], [17.5759, 19.5994, 23.7089], [10.4600, 13.1268, 18.4552], [11.8356, 15.4999, 18.4400], [15.2198, 17.7009, 19.0330], [12.9190, 17.8418, 15.7588], [13.7158, 18.3829, 17.0856], [10.8621, 14.9531, 12.2748], [16.6343, 11.7954, 9.3422], [17.5085, 20.7795, 21.2102], [14.1858, 11.9342, 18.3539], [21.2976, 16.9067, 14.3839], [17.2419, 20.0733, 24.6179], [15.4614, 10.7505, 22.3671], [19.6924, 12.2593, 12.2631], [18.5998, 12.5163, 13.6242], [11.1667, 22.5583, 17.6585], [17.6060, 14.9289, 13.6725], [12.5485, 15.5093, 13.8329], [16.6562, 9.7291, 21.5241], [8.8415, 19.5768, 18.5105], [9.7479, 21.3664, 16.1449], [19.0311, 15.7743, 13.1222], [21.2813, 14.9488, 17.4675], [10.5890, 16.7352, 14.0959], [17.5302, 9.2325, 17.7265], [19.7227, 15.2152, 8.9855], [11.8087, 21.4462, 16.1656], [15.3798, 15.7897, 20.1537], [16.0614, 8.9547, 16.6198], [13.0044, 10.6446, 12.3134], [9.7817, 21.1808, 20.8321], [9.6351, 14.0526, 20.0256], [10.0207, 15.6833, 18.3718], [15.7947, 20.9206, 20.9350], [20.0788, 13.4147, 13.4001], [10.4485, 19.1598, 15.1767], [9.9436, 12.5344, 15.9375], [11.3271, 13.7466, 21.5055], [13.8316, 19.6468, 21.5872], [16.5349, 21.6719, 22.4552], [12.7319, 20.3031, 15.2216], [17.9078, 13.0975, 20.7608], [13.3301, 20.9341, 16.6572], [14.0095, 12.8727, 11.7212], [10.8796, 16.2043, 19.8937], [15.3044, 15.2352, 9.4423], [15.5911, 13.0473, 8.5162], [16.6054, 15.6620, 21.4596], [12.4646, 13.0362, 12.4122], [15.6736, 13.5397, 19.7166], [18.4546, 13.1285, 8.9450], [11.4421, 13.1138, 17.8570], [16.2133, 14.9792, 15.7370], [14.8828, 19.2668, 19.6974], [10.3496, 13.7033, 13.4037], [14.1521, 16.1011, 17.6876], [17.4955, 16.0016, 12.2225], [13.1846, 20.6443, 18.6412], [10.5304, 22.9089, 19.1308], [12.2426, 17.3928, 17.3518], [9.9188, 18.3520, 16.6552], [15.9180, 13.6758, 12.5153], [8.4871, 20.1266, 16.1584], [13.6346, 17.3856, 21.0210], [17.4094, 14.4890, 8.2564], [18.4975, 20.1230, 23.3217], [14.5389, 10.8693, 13.2381], [12.4076, 13.3913, 20.2655], [14.8234, 20.4275, 23.6815], [20.5224, 14.1321, 16.0922], [12.2136, 22.1898, 19.0036], [14.0243, 13.3948, 14.5016], [20.1326, 13.5751, 10.6352], [15.9699, 8.4454, 19.5466], [18.5784, 17.6737, 21.6997], [15.2041, 15.0200, 11.1727], [13.9099, 10.4680, 20.5711], [14.3812, 8.6975, 18.8005], [10.1250, 15.4111, 15.1696], [11.3516, 20.3776, 20.7959], [15.1821, 14.6824, 17.8075], [17.3762, 12.3475, 22.2114], [16.4833, 15.8526, 10.5606], [14.2598, 8.8917, 21.2830], [15.1179, 11.7366, 16.9862], [9.2008, 14.8947, 12.8338], [17.8158, 18.5904, 24.0012], [15.0496, 12.3864, 10.0948], [16.9265, 10.5533, 16.6526], [14.5112, 16.9132, 22.5504], [16.5698, 18.6837, 19.3025], [19.2481, 16.2888, 15.5291], [14.3470, 12.5147, 20.1351], [10.2692, 12.0826, 18.8257], [13.1458, 14.9899, 15.8739], [12.9182, 11.1215, 13.9956], [20.2346, 15.2196, 11.3817], [15.4027, 13.3496, 21.4214], [8.6273, 21.3782, 18.5341], [13.9834, 10.4903, 17.2419], [18.5024, 16.0396, 9.8577], [17.0347, 16.3967, 19.9339], [18.3607, 11.4067, 20.9853], [15.2560, 16.4807, 15.4201], [13.1021, 18.8531, 23.0372], [20.4173, 17.1958, 16.4145], [10.0050, 19.4308, 20.3937], [8.9168, 11.6429, 17.0513], [8.2828, 13.0901, 16.1096], [15.1901, 18.6785, 24.2036], [16.4392, 16.4313, 16.6734], [18.0263, 11.9589, 18.1884], [19.4851, 14.8514, 17.4262]],
  "forces_ev_per_angstrom": [[-0.939, 0.285, -1.088], [1.990, -0.138, -0.030], [0.267, 0.546, -1.218], [-0.083, -0.609, 0.633], [2.481, 1.404, -1.093], [0.175, 0.327, -0.220], [-1.016, -0.714, -1.148], [-1.276, 0.358, 0.313], [0.800, 0.129, 0.100], [0.330, 0.122, -0.595], [-0.617, 0.094, -0.129], [-1.833, -1.464, 1.267], [-1.645, 0.040, -0.093], [-0.284, -0.144, -0.651], [-1.332, 0.573, 2.280], [1.300, 0.087, 0.286], [1.807, -1.220, -0.004], [-0.825, 1.678, -1.744], [0.791, 0.805, -0.042], [-1.214, -1.693, -0.726], [-0.707, 0.995, -1.127], [-0.048, 0.779, -0.248], [2.753, -0.162, 0.574], [-1.663, 0.014, 0.572], [1.324, 1.060, -0.674], [-0.274, 0.338, -0.100], [-0.048, -0.528, 0.503], [0.742, 0.254, 0.755], [1.011, -1.539, 0.337], [0.321, -1.324, -0.305], [0.455, 0.514, -1.687], [-1.885, -1.270, 1.468], [0.705, 0.204, -0.625], [-0.650, 0.880, -0.027], [-0.226, -0.563, -1.024], [0.636, 0.728, -0.973], [1.138, -2.025, -0.269], [0.204, 0.009, 1.437], [1.059, 0.426, -0.579], [-0.871, -1.187, 1.525], [-2.133, -1.254, 0.112], [1.764, 0.138, 1.631], [-0.253, 0.407, -0.041], [-0.458, 0.267, 1.893], [0.078, 0.582, -0.342], [0.222, -0.486, -0.358], [0.471, 0.953, 1.730], [0.076, -1.216, -0.681], [0.070, 0.749, -0.836], [0.054, 0.274, 1.774], [-1.524, -0.228, -0.217], [1.229, -1.350, -0.147], [-1.213, 1.527, 0.022], [-0.358, -0.065, 0.772], [1.165, 0.332, -1.141], [0.387, -1.531, -1.078], [0.862, 0.406, 0.281], [-1.785, -0.534, 1.217], [1.053, 0.447, -1.020], [0.845, 1.990, 0.448], [0.761, 0.777, -0.600], [2.120, -1.255, -0.982], [0.012, 0.341, 0.273], [-0.603, -0.238, -0.605], [-0.806, -0.077, -0.557], [-0.410, 0.324, 0.665], [-0.257, -0.069, 0.284], [-0.926, 0.371, 0.223], [0.066, 0.170, 0.204], [-0.285, -0.617, 0.462], [0.088, -0.115, -0.018], [-0.171, 0.585, 0.200], [0.182, 0.170, 0.257], [-0.009, -0.851, -0.447], [-0.412, -0.023, 0.089], [0.137, -0.403, -0.696], [-0.403, 0.331, 0.007], [0.375, -0.241, -0.070], [0.186, -0.075, 0.214], [-0.030, 0.671, -0.331], [-0.371, -0.026, 0.116], [-0.297, 0.099, -0.115], [-1.113, 0.370, -1.096], [-0.151, -0.104, -0.059], [-0.753, 0.013, -0.561], [-0.098, 0.160, -0.541], [-0.297, 0.506, -0.489], [0.423, -0.115, 0.264], [0.315, 0.643, 0.899], [0.365, 0.269, 0.325], [-0.424, 0.116, 0.166], [0.315, 0.737, -0.083], [1.309, 0.267, 0.653], [0.098, -0.114, 0.825], [0.806, 0.891, 0.767], [-0.277, 0.199, 0.221], [0.649, -0.002, -0.538], [0.327, 0.284, -0.033], [-0.157, 0.459, 0.438], [-0.032, -0.517, -0.854], [0.469, -0.273, -1.931], [0.134, 0.411, -0.693], [1.772, 0.311, 1.040], [0.481, -0.388, -0.205], [0.444, 0.041, -0.589], [-0.002, -0.149, 0.100], [0.138, -0.594, 0.766], [0.132, -0.441, 1.095], [0.640, -0.352, 0.680], [0.673, 0.460, -0.821], [-0.810, 0.743, -0.007], [-0.979, -0.263, 0.417], [0.040, -0.189, -0.467], [-0.275, 0.701, 0.206], [0.056, 0.180, 0.225], [0.207, -0.341, -0.148], [-0.181, 0.242, -0.042], [-0.328, -0.529, 0.089], [0.510, -0.367, 0.637], [0.126, -0.144, -0.027], [0.108, 0.357, -0.114], [0.031, 0.201, 0.252], [-1.629, 0.147, -0.772], [0.465, -0.280, 0.268], [0.206, -0.425, -0.127], [-0.915, -0.604, 0.462], [-0.713, 0.321, -0.074], [1.349, 0.079, 0.142], [0.289, 0.200, 0.690], [-0.339, -0.417, -0.174], [-0.202, 0.425, 0.362], [-0.423, -0.463, 0.750], [-0.119, 0.504, -0.241], [-0.167, 0.006, -0.136], [-0.644, 0.649, -0.304], [-1.077, -0.642, 1.011], [-0.237, -0.369, -0.257], [-0.043, -0.082, -0.327], [-0.598, 0.040, 1.101], [0.318, 0.258, 0.405], [0.186, -0.868, 1.025], [0.659, -0.444, -0.626], [0.439, 0.819, -0.174], [0.101, 0.065, -0.126], [0.105, -0.139, 0.153], [-0.222, 0.307, 0.204], [0.309, -0.392, 0.053], [-0.111, -0.394, 0.131], [-0.184, -1.077, 0.293], [-0.126, -0.299, -0.351], [-0.059, 0.666, -0.129], [-1.079, -0.155, -1.026], [0.297, 0.314, 0.667], [0.239, 0.847, -0.007], [0.153, -0.378, 0.623], [0.124, 0.077, 0.141], [-0.444, -0.854, -0.384], [-0.521, -0.446, -0.691], [-0.419, -0.347, -0.749], [0.056, 0.165, 0.767], [-0.792, 1.426, 0.396], [0.184, -0.474, -0.194], [0.891, -0.562, 0.230], [-0.019, -0.389, -0.156], [0.162, -0.108, -0.675], [-0.090, -0.646, 0.292], [-0.669, -0.407, 0.144], [-0.307, 0.296, -0.394], [-0.628, -0.219, -0.403], [-0.085, 1.034, -0.604], [-0.242, -0.208, 0.343], [-0.981, 0.645, 0.067], [0.512, -0.210, -0.611]]
}

{
  "formula": "C5H4N2",
  "method": "ωB97M-V with the def2-TZVPD basis set",
  "charge": 0,
  "lumo_energy_ev": -0.529,
  "relative_energy_ev": 5.433,
  "species": ["N", "N", "C", "C", "C", "C", "C", "H", "H", "H", "H"],
  "xyz": [[1.7400, -0.4398, -0.7498], [0.7439, -0.9270, -0.1045], [-0.4490, -0.0781, -0.2645], [0.0188, 1.1206, -1.0379], [1.3459, 0.7320, -1.3029], [-1.1729, 0.1105, 0.9892], [-1.7702, 0.2395, 2.0247], [-1.0914, -0.5943, -1.0029], [-2.2960, 0.3741, 2.9453], [2.0912, 1.2708, -1.8778], [0.8397, -1.8082, 0.3811]],
  "forces_ev_per_angstrom": [[-0.349, -0.002, 0.132], [0.185, 0.011, -0.064], [0.019, 0.013, 0.086], [0.260, -0.326, 0.037], [-0.051, 0.206, -0.116], [-0.293, 0.053, 0.415], [0.273, -0.045, -0.407], [0.045, 0.098, 0.041], [0.097, -0.025, -0.188], [-0.151, -0.083, 0.119], [-0.034, 0.099, -0.053]]
}

{
  "formula": "CHNOS",
  "method": "ωB97M-V with the def2-TZVPD basis set",
  "charge": 0,
  "lumo_energy_ev": 0.002,
  "relative_energy_ev": 2.776,
  "species": ["S", "O", "N", "C", "H"],
  "xyz": [[-2.0672, -0.5711, -0.0144], [0.4552, 1.3783, 0.0481], [0.6898, -0.0511, -0.2054], [-0.5870, -0.1323, 0.0300], [1.5092, -0.6238, 0.1417]],
  "forces_ev_per_angstrom": [[-0.191, 0.144, 0.352], [-0.388, -1.484, 0.065], [-1.059, -0.374, 0.959], [3.013, 0.606, -1.054], [-1.374, 1.108, -0.321]]
}

{
  "formula": "C17H21ClN6",
  "method": "ωB97M-V with the def2-TZVPD basis set",
  "charge": 0,
  "lumo_energy_ev": 0.709,
  "relative_energy_ev": 1.181,
  "species": ["Cl", "N", "N", "N", "N", "N", "N", "C", "C", "C", "C", "C", "C", "C", "C", "C", "C", "C", "C", "C", "C", "C", "C", "C", "H", "H", "H", "H", "H", "H", "H", "H", "H", "H", "H", "H", "H", "H", "H", "H", "H", "H", "H", "H", "H"],
  "xyz": [[-1.6744, -4.6559, -3.2171], [0.1459, -2.7803, -0.0371], [1.5438, -1.4640, 1.3691], [2.2272, 3.3899, 0.7270], [-2.9481, -1.4666, 0.9902], [0.7599, 0.0872, 2.8914], [-2.2007, -2.3001, 0.2486], [-2.3529, -3.0647, -3.2489], [-2.4035, -2.3970, -4.4634], [-2.1368, -0.7691, 1.7483], [2.3526, 1.9646, 2.7436], [0.5182, -0.8187, 1.9272], [2.3716, 2.0285, 1.2159], [-0.8893, -2.1352, 0.5101], [1.3024, -2.3851, 0.4457], [-2.7816, -3.1623, -0.7434], [3.4078, 4.1905, 0.9788], [-0.7940, -1.1346, 1.5068], [2.0812, 0.5427, 3.2424], [-3.4374, -0.5260, -3.3807], [1.8856, 3.4084, -0.6807], [-2.8408, -2.4767, -2.0872], [-2.9437, -1.1259, -4.5273], [-3.3853, -1.2004, -2.1753], [3.2906, 1.5483, 0.8361], [1.5216, 1.4573, 0.8342], [-2.0176, -2.8759, -5.3498], [-2.1692, -4.0640, -0.8037], [3.2392, 5.1979, 0.6012], [-0.0221, 0.6262, 3.2294], [-3.7673, -0.7412, -1.2748], [-3.8634, 0.4647, -3.4261], [2.6663, 2.9612, -1.3159], [-2.5307, -0.0426, 2.4320], [4.3080, 3.7804, 0.4935], [-2.9793, -0.6071, -5.4731], [1.5752, 2.6396, 3.1087], [2.1872, 0.5091, 4.3320], [3.3079, 2.2928, 3.1534], [3.5859, 4.2530, 2.0499], [0.9580, 2.8585, -0.8340], [1.7320, 4.4399, -0.9947], [2.7821, -0.1599, 2.7891], [-3.7917, -3.4171, -0.4090], [2.1796, -2.8704, 0.0377]],
  "forces_ev_per_angstrom": [[0.104, -0.235, -0.058], [-0.233, -0.363, -0.380], [0.153, 0.557, 0.510], [-0.006, -0.074, -0.060], [-0.682, 0.252, 0.255], [-0.299, 0.164, 0.067], [0.459, -0.030, 0.256], [-0.156, 0.260, 0.029], [0.016, -0.012, -0.032], [0.064, -0.032, -0.046], [0.020, -0.324, -0.243], [-0.163, -0.394, -0.187], [-0.148, 0.147, 0.252], [0.490, 0.662, 0.738], [-0.120, -0.284, -0.329], [-0.145, -0.191, -0.274], [-0.126, -0.013, 0.054], [0.079, -0.606, -0.667], [0.395, 0.284, 0.171], [-0.027, 0.035, 0.042], [-0.020, 0.008, 0.056], [0.074, -0.128, -0.080], [0.020, -0.043, -0.014], [-0.016, 0.005, -0.066], [-0.034, -0.020, -0.046], [0.069, -0.018, -0.028], [0.043, -0.061, -0.056], [-0.156, 0.119, 0.081], [0.062, 0.056, 0.019], [0.038, -0.104, -0.054], [-0.025, 0.053, 0.060], [-0.039, 0.086, 0.000], [0.029, -0.008, -0.039], [-0.169, 0.129, 0.119], [0.043, -0.019, -0.021], [0.002, 0.035, -0.088], [0.008, 0.071, 0.041], [0.070, -0.067, -0.123], [0.016, 0.062, 0.082], [0.096, 0.059, 0.043], [-0.024, -0.016, -0.067], [-0.011, 0.017, -0.088], [-0.016, 0.071, 0.186], [0.194, -0.037, 0.030], [0.070, -0.055, -0.043]]
}

no.,F_max (eV Å⁻¹)
1,3.1
2,0.5
3,3.2
4,1.1